No. 1
{
  "formula": "C23H25ClNO5",
  "method": "ωB97M-V/def2-TZVPD",
  "species": ["C", "C", "O", "C", "C", "C", "C", "C", "Cl", "C", "C", "C", "O", "H", "H", "H", "H", "H", "H", "H", "H", "H", "H", "C", "C", "C", "C", "C", "C", "C", "C", "C", "C", "C", "N", "O", "O", "C", "C", "O", "H", "H", "H", "H", "H", "H", "H", "H", "H", "H", "H", "H", "H", "H", "H"],
  "coordinates": [[-3.639772, 0.738349, -3.385732], [-2.312190, 1.416447, -3.102895], [-1.578468, 0.638302, -2.126443], [-0.252756, 1.026989, -2.089775], [0.565981, 0.014670, -1.407124], [1.907355, -0.161174, -1.909153], [2.762744, 0.953377, -2.214248], [4.071864, 0.731964, -2.674089], [5.084672, 2.058026, -3.034736], [4.529207, -0.568002, -2.952804], [3.682908, -1.651856, -2.699602], [2.420903, -1.471258, -2.137242], [0.125984, 2.079143, -2.601536], [-4.294946, 1.441963, -3.903961], [-3.465184, -0.114064, -4.061037], [-4.182165, 0.397638, -2.493055], [-1.742125, 1.464391, -4.053924], [-2.451545, 2.441195, -2.703614], [0.023159, -0.915328, -1.211998], [2.367972, 1.976250, -2.201017], [5.512914, -0.700216, -3.396308], [4.020738, -2.659359, -2.943984], [1.765057, -2.326791, -1.921164], [-3.746928, 0.440610, 1.203056], [-2.924471, 1.572005, 1.794073], [-3.529177, 2.917979, 1.419985], [-2.791280, 1.421340, 3.306202], [-1.522756, 1.455202, 1.143866], [-0.834143, 0.172629, 1.299007], [0.416703, 0.068250, 0.736154], [1.285169, -0.992363, 1.264853], [2.622584, -0.696127, 1.612724], [3.366912, -1.590502, 2.366240], [2.853640, -2.878690, 2.620184], [3.696987, -3.880644, 3.162871], [3.276921, -5.060185, 3.235153], [4.854891, -3.558411, 3.512480], [1.556117, -3.230216, 2.195335], [0.779865, -2.291959, 1.521501], [-1.039446, 2.403115, 0.514525], [-3.486754, -0.520991, 1.653945], [-4.815465, 0.609204, 1.360137], [-3.559184, 0.338505, 0.125059], [-2.976829, 3.729722, 1.892032], [-3.483464, 3.085439, 0.338554], [-4.569011, 2.983623, 1.748054], [-2.200098, 2.246901, 3.715006], [-3.772525, 1.446242, 3.795303], [-2.308990, 0.472013, 3.562687], [-1.248680, -0.660062, 1.894646], [0.912888, 0.979555, 0.377772], [3.010935, 0.304411, 1.375411], [4.327617, -1.317378, 2.792914], [1.166247, -4.222836, 2.457257], [-0.240576, -2.557031, 1.228469]],
  "forces_ev_per_angstrom": [[0.0, -0.3, -0.2], [-0.1, 0.2, 0.4], [0.0, 0.6, -1.1], [0.6, 0.1, 0.8], [-1.2, -0.8, -1.2], [1.1, 0.2, -0.1], [0.2, -0.4, -0.2], [-1.5, -1.7, 0.1], [0.5, 0.8, -0.1], [-0.2, 0.4, 0.1], [-0.1, 0.1, 0.3], [0.0, 0.5, 0.0], [-0.4, -1.0, 0.2], [0.0, 0.0, -0.1], [-0.2, 0.1, 0.3], [0.3, 0.1, -0.1], [-0.1, 0.2, 0.7], [0.1, -0.5, -0.3], [0.1, 0.2, -0.7], [0.2, -0.6, 0.3], [-0.2, 0.0, 0.1], [0.0, 0.2, 0.1], [0.4, 0.4, -0.2], [-0.4, -0.5, -0.3], [0.5, 0.1, -0.4], [0.0, 0.2, 0.0], [-0.1, 0.1, 0.2], [0.3, -0.3, 0.1], [-0.7, 0.6, 0.0], [1.0, 1.4, 0.3], [0.5, -0.8, -0.4], [-0.6, 0.2, 0.4], [-0.1, -0.5, 0.0], [-1.1, 1.1, -1.1], [1.8, -2.0, 1.1], [0.6, 2.0, 0.0], [-1.9, -0.5, -0.5], [0.2, 0.0, 0.2], [0.4, 0.2, 0.3], [-0.2, -0.6, 0.4], [0.0, 0.1, 0.0], [0.0, 0.0, 0.0], [-0.1, 0.1, 0.2], [0.1, 0.0, 0.0], [0.0, -0.1, 0.2], [-0.1, -0.1, 0.0], [0.0, -0.1, 0.0], [0.0, 0.0, -0.1], [0.0, 0.2, 0.0], [0.1, 0.7, -0.5], [-0.2, -0.3, 1.3], [-0.2, -0.5, 0.2], [-0.1, -0.1, -0.4], [0.3, 0.5, -0.3], [0.4, 0.2, 0.1]],
  "total_charge": -1,
  "e_lumo_ev": 1.39,
  "multiplicity": 1
}

No. 2
{
  "formula": "C23H25ClO6",
  "method": "ωB97M-V/def2-TZVPD",
  "species": ["C", "C", "C", "C", "C", "C", "C", "O", "O", "C", "C", "C", "O", "C", "C", "C", "C", "O", "C", "C", "O", "C", "C", "O", "C", "C", "C", "Cl", "C", "C", "H", "H", "H", "H", "H", "H", "H", "H", "H", "H", "H", "H", "H", "H", "H", "H", "H", "H", "H", "H", "H", "H", "H", "H", "H"],
  "coordinates": [[-4.313616, -0.475478, -3.146022], [-3.845217, -1.925808, -3.154260], [-2.697959, -2.199422, -4.129199], [-1.298592, -1.850762, -3.595715], [-1.076574, -0.376638, -3.439192], [-0.882205, 0.390843, -4.537353], [-0.672605, 1.821096, -4.487040], [-0.499537, 2.538436, -5.439712], [-0.666035, 2.395620, -3.238002], [-0.852389, 1.664788, -2.120970], [-0.818413, 2.344225, -0.913907], [-1.002228, 1.702153, 0.310337], [-0.940219, 2.530712, 1.370694], [-0.682583, 2.078175, 2.689416], [0.538598, 1.201735, 2.821537], [0.652497, 0.353891, 3.914067], [1.772034, -0.450019, 4.052807], [1.991939, -1.295972, 5.094659], [1.012179, -1.391843, 6.097645], [2.787243, -0.440162, 3.073889], [3.810946, -1.310623, 3.311272], [5.095300, -1.042416, 2.794499], [2.647869, 0.398683, 1.961446], [3.618870, 0.348382, 0.994360], [3.485775, 1.167600, -0.140614], [1.537561, 1.233624, 1.867011], [-1.249844, 0.317833, 0.276206], [-1.585959, -0.629737, 1.690595], [-1.263522, -0.363662, -0.922957], [-1.062835, 0.272931, -2.149349], [-3.537041, 0.193483, -2.787413], [-5.178252, -0.366688, -2.495151], [-4.599658, -0.163700, -4.148226], [-3.550137, -2.220891, -2.145308], [-4.691294, -2.554787, -3.441484], [-2.692397, -3.264981, -4.369608], [-2.875907, -1.651535, -5.056171], [-0.568625, -2.223945, -4.318044], [-1.132168, -2.375504, -2.656682], [-0.874340, -0.037362, -5.527536], [-0.646003, 3.408277, -0.913502], [-0.531898, 3.010659, 3.246858], [-1.561234, 1.574655, 3.108167], [-0.135463, 0.336687, 4.649085], [1.393159, -2.123012, 6.808788], [0.055856, -1.743500, 5.696406], [0.861287, -0.435240, 6.609582], [5.385397, -0.001626, 2.958993], [5.161029, -1.268331, 1.727994], [5.768262, -1.697377, 3.348053], [4.347870, 0.937064, -0.764998], [3.505488, 2.230439, 0.120170], [2.568008, 0.945232, -0.695897], [1.444236, 1.906991, 1.031778], [-1.456657, -1.423194, -0.892003]],
  "forces_ev_per_angstrom": [[0.0, -0.2, 0.1], [0.0, 0.1, -0.2], [0.0, -0.2, 0.3], [-0.2, -0.1, -0.2], [0.2, 0.3, -0.5], [-0.1, -0.4, 0.4], [0.1, 0.3, -0.5], [-0.1, -0.2, 0.4], [0.0, 0.3, -0.1], [-0.1, -0.6, 0.8], [0.0, 0.0, -0.1], [0.0, -0.2, -0.6], [-0.1, 0.0, -0.1], [0.1, 0.0, 0.6], [0.2, 0.1, -0.1], [0.1, 0.1, 0.1], [0.2, 0.0, -0.1], [0.2, 0.1, -0.3], [-0.2, 0.0, 0.1], [0.1, -0.1, 0.1], [-0.5, 0.1, -0.1], [0.5, 0.0, -0.1], [0.1, -0.1, 0.1], [-0.2, -0.3, 0.5], [0.0, 0.1, -0.2], [-0.1, 0.1, 0.0], [0.0, 0.1, 0.1], [-0.2, -0.2, 0.0], [0.1, 0.2, -0.3], [0.1, 0.5, 0.2], [0.0, 0.1, 0.0], [-0.1, 0.1, 0.0], [0.0, 0.1, -0.1], [0.0, -0.1, 0.1], [0.0, 0.0, 0.1], [0.0, 0.0, -0.1], [0.0, 0.0, -0.1], [0.1, 0.0, 0.1], [0.1, -0.1, 0.0], [0.0, 0.0, -0.1], [0.0, 0.1, 0.0], [-0.1, -0.2, -0.1], [0.2, 0.1, -0.1], [-0.1, -0.1, 0.1], [-0.1, 0.1, 0.0], [0.0, 0.0, 0.0], [0.0, 0.0, 0.0], [0.0, 0.0, 0.0], [0.0, 0.0, 0.2], [0.0, 0.1, 0.0], [-0.1, 0.1, 0.0], [0.0, 0.0, 0.0], [0.0, 0.0, 0.0], [0.0, 0.0, -0.1], [0.0, -0.1, 0.0]],
  "e_lumo_ev": -0.08,
  "multiplicity": 1,
  "e_above_lowest_kcal_mol": 6.5
}

No. 3
{
  "formula": "C23H25HoN3OS4",
  "method": "ωB97M-V/def2-TZVPD",
  "species": ["Ho", "C", "C", "N", "N", "C", "S", "S", "C", "C", "C", "C", "C", "C", "C", "C", "C", "C", "C", "C", "C", "O", "H", "H", "H", "H", "H", "H", "H", "H", "H", "H", "H", "H", "H", "H", "C", "C", "S", "C", "C", "S", "H", "H", "H", "H", "H", "H", "C", "C", "C", "N", "H", "H", "H", "H", "H"],
  "coordinates": [[1.211943, -0.815136, -0.713956], [-2.336960, 1.805436, 0.998862], [-1.071688, 1.427932, 0.210606], [-0.555004, 0.237598, 0.491250], [-0.874155, -0.237376, 1.749444], [-0.669153, -1.494336, 2.007702], [0.063770, -2.715012, 1.019673], [-0.782351, -2.053177, 3.714626], [-1.865514, -0.703529, 4.356159], [-3.287496, -0.948279, 3.790070], [-4.230645, 0.070482, 3.713804], [-5.450563, -0.135699, 3.142743], [-5.959844, -1.389942, 2.779602], [-4.988043, -2.408881, 2.886799], [-3.700480, -2.198438, 3.328282], [-0.672294, 2.314077, -0.827725], [-1.186046, 3.644599, -0.807267], [-0.985910, 4.486900, -1.861672], [-0.266509, 4.067636, -2.980620], [0.313161, 2.791074, -2.998982], [0.247730, 1.968046, -1.878022], [0.891090, 0.813400, -1.959907], [-2.649050, 0.861219, 1.351271], [-3.141266, 2.004455, 0.266848], [-2.177903, 2.529940, 1.803297], [-1.407096, 0.205588, 3.966244], [-1.825880, -0.831798, 5.431668], [-3.939350, 1.033251, 4.189355], [-6.117473, 0.733651, 2.948669], [-7.026718, -1.532763, 2.576374], [-5.283083, -3.414228, 2.597771], [-3.008819, -3.033202, 3.191929], [-1.684933, 3.937722, 0.136919], [-1.478481, 5.482343, -1.947119], [-0.220162, 4.762032, -3.832671], [1.029527, 2.430006, -3.696745], [3.740281, -1.628768, -4.175437], [2.588050, -2.046986, -3.259275], [3.087144, -2.446857, -1.679130], [1.309597, -2.153611, -3.874102], [1.269809, -1.998271, -5.363451], [-0.043860, -2.356415, -2.863462], [4.664129, -1.275032, -3.638019], [3.414483, -0.783150, -4.820987], [4.041185, -2.442774, -4.868042], [2.089588, -2.517943, -5.976844], [1.396187, -0.933445, -5.742351], [0.353466, -2.437727, -5.775099], [5.914868, -0.657092, 1.894398], [5.297795, 0.571380, 1.249107], [3.873936, 0.249597, 1.045747], [2.805529, -0.088020, 0.682825], [7.063482, -0.622546, 1.862996], [5.726943, -1.506657, 1.218247], [5.547097, -0.879256, 2.870596], [5.658158, 0.764759, 0.264091], [5.287793, 1.493200, 1.802933]],
  "forces_ev_per_angstrom": [[-1.6, -3.2, -2.4], [0.4, -0.3, -1.3], [-1.0, -1.7, 1.8], [0.6, 1.8, -0.4], [-0.9, -0.7, 0.8], [1.4, 0.1, -0.3], [-0.3, 0.5, 0.0], [0.0, 1.1, -0.3], [-0.4, -1.5, -1.2], [0.3, -0.2, 0.4], [1.7, 0.7, 0.9], [-2.8, 1.0, -0.7], [2.0, 0.1, 0.9], [-1.9, -0.2, -0.4], [0.4, -0.2, -0.5], [1.1, 0.9, -1.1], [0.1, -1.1, 1.0], [-0.7, 1.4, -0.7], [0.3, -0.9, -0.5], [0.2, 2.0, 0.7], [-0.9, -1.5, 0.0], [-0.5, 2.0, 0.4], [-0.4, -0.7, 1.3], [0.5, 0.9, 0.4], [-0.3, -0.1, -0.3], [-0.3, 0.1, 0.4], [-0.1, 0.4, 0.2], [-0.4, -0.5, -0.8], [0.5, -0.5, 0.5], [0.7, -0.1, -0.4], [0.2, 0.0, 0.0], [-0.2, 0.4, 0.4], [0.0, 0.1, -1.1], [0.5, -0.8, 0.5], [0.2, -0.5, 0.3], [0.1, 0.0, -1.1], [0.5, 0.5, -0.3], [-1.3, 0.4, -3.3], [0.4, -0.2, 1.8], [4.0, 0.6, 1.7], [0.5, 0.1, -2.0], [-1.4, -0.1, 0.6], [-1.0, -0.5, -0.3], [0.3, -0.4, 0.2], [0.0, 0.3, 0.3], [-0.8, 0.3, 1.3], [-0.6, -0.9, 0.6], [-0.1, 0.4, 0.2], [2.6, -0.6, -1.5], [-1.7, -0.5, 0.6], [-3.3, -0.9, -1.8], [4.7, 1.8, 2.7], [-1.6, 0.3, 0.5], [-0.3, 0.2, 0.4], [-0.2, 0.0, 0.6], [0.5, 0.1, -0.7], [0.5, 0.3, 0.5]],
  "total_charge": -1,
  "s_squared": 6.0048,
  "e_lumo_ev": [2.11, 2.11],
  "multiplicity": 5,
  "e_above_lowest_kcal_mol": 24.1
}

No. 4
{
  "formula": "C23H25I2KN3O3",
  "method": "ωB97M-V/def2-TZVPD",
  "species": ["K", "C", "O", "C", "C", "C", "C", "C", "C", "N", "C", "N", "C", "C", "C", "C", "C", "C", "O", "C", "N", "C", "C", "C", "C", "C", "C", "O", "C", "H", "H", "H", "H", "H", "H", "H", "H", "H", "H", "H", "H", "H", "H", "H", "H", "H", "H", "H", "H", "H", "H", "C", "H", "H", "H", "I", "I"],
  "coordinates": [[0.096475, 0.192733, -0.368049], [7.675859, -3.427768, -1.058602], [6.476981, -2.940291, -0.525681], [6.494202, -2.453800, 0.766841], [7.603234, -2.424340, 1.587132], [7.503278, -1.901465, 2.871458], [6.300570, -1.394650, 3.318621], [5.181045, -1.413886, 2.504577], [5.257365, -1.953291, 1.224912], [4.200878, -2.005182, 0.345356], [2.890213, -1.557540, 0.561103], [2.345778, -2.071496, 1.673076], [1.133533, -1.877976, 2.359075], [0.133463, -0.997420, 1.982551], [-1.000119, -0.944503, 2.788398], [-1.135359, -1.728259, 3.920740], [-0.120715, -2.594064, 4.296883], [1.020038, -2.668169, 3.523095], [2.114082, -3.479683, 3.824105], [2.088102, -4.163338, 5.043398], [2.313038, -0.768541, -0.263296], [2.940368, -0.253001, -1.380859], [3.176193, 1.115284, -1.453664], [3.724668, 1.687499, -2.586023], [4.048338, 0.899494, -3.673034], [3.823784, -0.468336, -3.625503], [3.275225, -1.050122, -2.497346], [3.041716, -2.401564, -2.360525], [3.342521, -3.227336, -3.450665], [7.443041, -3.740917, -2.075714], [8.046097, -4.290471, -0.492844], [8.450217, -2.653308, -1.089706], [8.553860, -2.802937, 1.244123], [8.379696, -1.879687, 3.502948], [6.222344, -0.967059, 4.306996], [4.251917, -0.985852, 2.847685], [4.462012, -2.125683, -0.620960], [2.948331, -2.716512, 2.169427], [-1.805476, -0.264284, 2.539585], [-2.023057, -1.664533, 4.538847], [-0.230361, -3.186000, 5.194679], [3.043910, -4.682103, 5.117725], [1.273271, -4.896338, 5.069021], [1.983956, -3.472123, 5.887813], [2.952850, 1.716150, -0.584250], [3.911619, 2.749825, -2.604582], [4.481936, 1.332716, -4.563895], [4.103733, -1.071781, -4.476182], [3.051329, -4.234866, -3.158355], [4.415961, -3.215999, -3.678298], [2.780346, -2.940860, -4.346377], [-1.038224, -2.431924, -1.356293], [-1.208839, -2.950713, -0.428477], [-0.134102, -2.748017, -1.849371], [-1.898770, -2.431916, -2.006244], [0.861663, 2.645334, 1.773890], [2.102577, 5.604210, 2.684533]],
  "forces_ev_per_angstrom": [[-1.0, 0.9, -0.3], [0.2, -0.1, -0.1], [-0.3, 0.3, 0.4], [-0.1, -0.1, -0.1], [0.0, -0.1, -0.1], [0.1, 0.1, 0.1], [0.1, 0.0, 0.1], [0.0, 0.0, -0.2], [0.3, 0.0, 0.2], [0.0, -0.1, -0.5], [0.4, -0.1, 0.1], [0.7, -0.5, 0.1], [-1.0, 0.1, 0.9], [0.3, 0.0, -0.8], [0.1, -0.4, 0.4], [-0.4, 0.2, 0.0], [0.2, -0.3, 0.3], [0.3, 0.1, -0.2], [-0.2, 0.3, -0.3], [0.1, -0.1, 0.2], [0.0, -0.5, 0.2], [0.4, -0.1, -0.3], [0.0, -0.1, 0.0], [0.1, 0.2, -0.2], [0.0, 0.1, 0.0], [0.1, -0.2, -0.2], [-0.1, 0.0, 0.2], [-0.1, 0.4, 0.3], [0.1, -0.2, -0.2], [0.1, 0.0, 0.0], [0.0, 0.1, 0.0], [0.0, 0.0, 0.0], [0.1, 0.0, -0.1], [0.0, 0.0, 0.0], [0.0, 0.0, 0.1], [-0.1, 0.0, 0.0], [-0.1, 0.0, 0.1], [0.0, 0.0, -0.3], [-0.2, 0.1, 0.0], [-0.1, 0.0, 0.1], [0.0, 0.0, 0.0], [-0.1, 0.0, 0.1], [0.0, 0.0, 0.1], [0.0, -0.1, 0.0], [-0.1, 0.1, 0.1], [0.0, 0.1, 0.0], [0.0, 0.0, 0.0], [0.0, -0.1, 0.0], [0.0, 0.0, 0.0], [-0.1, 0.0, 0.0], [0.0, 0.0, 0.0], [-0.3, -1.4, -0.3], [0.0, 0.4, 0.5], [0.5, 0.4, -0.1], [-0.2, 0.5, -0.1], [0.2, 0.4, 0.1], [-0.1, -0.2, -0.1]],
  "total_charge": -1,
  "e_lumo_ev": [1.82, 1.31],
  "multiplicity": 1
}